Entry 1:
Molecular formula: C45H37N5O3PRb
Method: DFT, ωB97M-V/def2-TZVPD

Total energy: -70801.634 eV
HOMO-LUMO gap: 6.61 eV
Energy above the lowest of the compared OMol25 structures with the same formula, charge and spin: 21.69 kcal/mol
Highest occupied orbital energy: -6.51 eV

Element x y z (Å)
Rb: -0.253 -1.081 -0.428
C: -3.705 -2.309 -1.273
O: -2.401 -2.232 -1.830
C: -2.232 -2.637 -3.144
C: -3.315 -3.089 -3.890
C: -3.134 -3.484 -5.210
C: -1.878 -3.425 -5.783
C: -0.805 -2.968 -5.035
C: -0.954 -2.562 -3.717
N: 0.171 -2.096 -2.922
N: 1.145 -1.796 -3.670
C: 2.383 -1.391 -3.198
C: 2.834 -1.336 -1.846
O: 2.111 -1.511 -0.823
C: 4.246 -1.048 -1.631
C: 5.083 -0.760 -2.645
C: 4.630 -0.735 -4.006
C: 5.520 -0.392 -5.040
C: 5.103 -0.351 -6.346
C: 3.765 -0.663 -6.628
C: 2.882 -1.002 -5.634
C: 3.287 -1.056 -4.280
H: -4.394 -1.652 -1.807
H: -3.605 -1.964 -0.245
H: -4.070 -3.339 -1.273
H: -4.299 -3.137 -3.453
H: -3.982 -3.842 -5.777
H: -1.721 -3.742 -6.805
H: 0.186 -2.931 -5.461
H: 4.576 -1.070 -0.600
H: 6.127 -0.537 -2.452
H: 6.544 -0.157 -4.774
H: 5.786 -0.081 -7.139
H: 3.413 -0.630 -7.652
H: 1.858 -1.221 -5.887
N: -2.946 0.822 0.083
C: -2.772 2.163 -0.234
C: -3.829 3.010 -0.432
C: -3.625 4.367 -0.762
C: -2.370 4.882 -0.893
C: -1.253 4.028 -0.707
C: 0.082 4.484 -0.819
C: 1.115 3.617 -0.632
C: 0.818 2.266 -0.332
N: -0.402 1.813 -0.210
C: -1.442 2.672 -0.395
H: -3.830 0.618 0.523
H: -2.181 0.424 0.611
H: -4.839 2.637 -0.320
H: -4.489 5.003 -0.906
H: -2.208 5.923 -1.141
H: 0.268 5.525 -1.057
H: 2.146 3.928 -0.716
H: 1.627 1.559 -0.180
O: -1.346 -3.542 0.600
N: -1.202 -2.664 1.691
C: -0.701 -3.272 2.685
C: -0.379 -2.598 3.965
C: -0.377 -3.460 5.066
C: -0.092 -3.004 6.341
C: 0.216 -1.667 6.529
C: 0.237 -0.813 5.439
C: -0.053 -1.244 4.146
P: 0.036 -0.017 2.769
C: -1.290 1.138 3.265
C: -2.450 0.650 3.865
C: -3.548 1.475 4.059
C: -3.507 2.802 3.657
C: -2.356 3.300 3.065
C: -1.260 2.474 2.871
C: 1.580 0.895 3.076
C: 2.674 0.494 2.309
C: 3.900 1.129 2.453
C: 4.040 2.177 3.350
C: 2.953 2.592 4.108
C: 1.732 1.952 3.972
H: -1.569 -2.955 -0.141
H: -0.494 -4.338 2.597
H: -0.607 -4.505 4.910
H: -0.103 -3.689 7.178
H: 0.447 -1.286 7.514
H: 0.493 0.227 5.596
H: -2.507 -0.382 4.187
H: -4.434 1.075 4.534
H: -4.367 3.443 3.802
H: -2.307 4.329 2.734
H: -0.377 2.882 2.391
H: 2.580 -0.307 1.581
H: 4.738 0.809 1.850
H: 4.994 2.678 3.455
H: 3.053 3.416 4.803
H: 0.881 2.290 4.552

These are the Löwdin partial charges, in e, on atoms 1 to 4:
1. Rb 1.05
2. C -0.08
3. O -0.23
4. C -0.20

Entry 2:
Molecular formula: C45H38BrF4InN2O2P3
Method: DFT, ωB97M-V/def2-TZVPD

Total energy: -168284.832 eV
HOMO-LUMO gap (alpha / beta): 6.57 / 4.65 eV
Charge: +3
Energy above the lowest of the compared OMol25 structures with the same formula, charge and spin: 0.06 kcal/mol
Highest occupied orbital energy (alpha / beta): -15.76 / -14.48 eV

Element x y z (Å)
In: 0.059 -1.641 0.943
F: -7.376 -2.682 1.853
C: -6.109 -2.447 2.093
C: -5.585 -2.650 3.362
F: -6.354 -3.076 4.341
C: -4.238 -2.389 3.585
F: -3.774 -2.567 4.817
C: -3.385 -1.941 2.580
P: -1.639 -1.711 2.990
C: -1.536 -0.295 4.098
C: -0.437 -0.116 4.940
C: -0.364 0.999 5.756
C: -1.376 1.952 5.726
C: -2.456 1.792 4.871
C: -2.540 0.671 4.058
C: -1.103 -3.223 3.836
C: -0.856 -4.341 3.034
C: -0.469 -5.544 3.601
C: -0.324 -5.638 4.980
C: -0.585 -4.539 5.786
C: -0.985 -3.337 5.221
C: -3.942 -1.718 1.321
Br: -2.972 -0.967 -0.108
C: -5.280 -1.971 1.075
F: -5.812 -1.757 -0.117
H: 0.347 -0.861 4.993
H: 0.469 1.114 6.435
H: -1.329 2.810 6.381
H: -3.249 2.526 4.856
H: -3.399 0.545 3.412
H: -0.998 -4.294 1.956
H: -0.297 -6.407 2.975
H: -0.027 -6.577 5.428
H: -0.500 -4.622 6.860
H: -1.224 -2.504 5.864
C: 2.071 2.279 3.097
O: 2.649 0.956 3.244
C: 2.047 -0.034 2.650
O: 1.019 0.085 1.963
N: 2.640 -1.216 2.860
N: 2.080 -2.352 2.268
H: 2.765 2.936 3.607
H: 1.092 2.291 3.574
H: 2.003 2.523 2.039
H: 3.448 -1.281 3.467
H: 1.703 -2.986 2.971
H: 2.774 -2.842 1.711
C: 0.834 -0.518 -3.197
P: 0.558 -0.039 -1.438
C: -0.615 1.326 -1.388
C: -0.704 2.081 -0.216
C: -1.707 3.025 -0.078
C: -2.627 3.223 -1.101
C: -2.547 2.471 -2.262
C: -1.549 1.519 -2.405
C: 2.180 0.615 -0.945
C: 3.173 -0.325 -0.665
C: 4.456 0.084 -0.339
C: 4.756 1.439 -0.279
C: 3.774 2.379 -0.558
C: 2.491 1.971 -0.894
P: 1.710 0.679 -4.274
C: 0.745 2.154 -4.555
C: -0.317 2.095 -5.465
C: -1.102 3.216 -5.666
C: -0.825 4.390 -4.975
C: 0.238 4.453 -4.088
C: 1.028 3.335 -3.874
C: 2.188 -0.075 -5.778
C: 2.521 0.778 -6.851
C: 2.944 0.245 -8.049
C: 3.069 -1.134 -8.186
C: 2.774 -1.988 -7.124
C: 2.354 -1.468 -5.921
H: -0.105 -0.794 -3.691
H: 1.440 -1.425 -3.137
H: -0.001 1.929 0.595
H: -1.768 3.614 0.827
H: -3.404 3.967 -0.994
H: -3.261 2.623 -3.059
H: -1.507 0.938 -3.315
H: 2.950 -1.388 -0.713
H: 5.225 -0.650 -0.139
H: 5.755 1.760 -0.024
H: 4.010 3.433 -0.520
H: 1.730 2.710 -1.105
H: -0.523 1.187 -6.018
H: -1.918 3.180 -6.373
H: -1.434 5.266 -5.146
H: 0.461 5.376 -3.574
H: 1.873 3.389 -3.203
H: 2.427 1.851 -6.740
H: 3.183 0.894 -8.878
H: 3.404 -1.550 -9.125
H: 2.878 -3.055 -7.250
H: 2.137 -2.139 -5.103

These are the Löwdin partial charges, in e, on atoms 1 to 4:
1. In 0.69
2. F 0.19
3. C -0.11
4. C -0.12

Entry 3:
Molecular formula: C45H38ClF3N7O5P2S2Se2W
Method: DFT, ωB97M-V/def2-TZVPD

Total energy: -261390.201 eV
⟨S²⟩: 2.02
HOMO-LUMO gap (alpha / beta): 7.03 / 6.35 eV
Charge: +1
2S+1: 3
Energy above the lowest of the compared OMol25 structures with the same formula, charge and spin: 0.00 kcal/mol
Highest occupied orbital energy (alpha / beta): -9.83 / -9.84 eV

Element x y z (Å)
W: 0.433 -0.345 0.347
Cl: -2.565 1.070 -1.679
C: -2.798 -0.196 -2.849
C: -3.923 -0.086 -3.658
C: -4.147 -1.026 -4.644
C: -3.240 -2.062 -4.825
C: -2.130 -2.155 -4.010
C: -1.884 -1.233 -2.983
P: -0.290 -1.480 -2.076
C: 0.779 -1.041 -3.478
C: 1.435 -1.941 -4.308
C: 2.113 -1.472 -5.424
C: 2.128 -0.118 -5.722
C: 1.463 0.780 -4.900
C: 0.794 0.319 -3.781
C: -0.278 -3.283 -1.867
C: 0.949 -3.935 -1.764
C: 0.993 -5.310 -1.588
C: -0.181 -6.037 -1.470
C: -1.407 -5.389 -1.545
C: -1.456 -4.021 -1.755
H: -4.600 0.744 -3.512
H: -5.019 -0.942 -5.278
H: -3.394 -2.794 -5.607
H: -1.424 -2.960 -4.172
H: 1.424 -3.000 -4.102
H: 2.633 -2.173 -6.064
H: 2.662 0.239 -6.592
H: 1.481 1.839 -5.120
H: 0.280 1.027 -3.135
H: 1.866 -3.365 -1.824
H: 1.950 -5.810 -1.531
H: -0.143 -7.109 -1.324
H: -2.328 -5.949 -1.455
H: -2.423 -3.542 -1.850
Se: 1.502 0.317 2.660
P: -0.138 1.704 2.957
Se: -1.619 1.047 1.496
C: 0.376 3.408 2.622
C: 1.723 3.742 2.539
C: 2.091 5.057 2.287
C: 1.121 6.033 2.121
C: -0.226 5.699 2.205
C: -0.600 4.390 2.452
C: -0.808 1.664 4.626
C: -2.100 2.130 4.861
C: -2.595 2.149 6.154
C: -1.806 1.702 7.206
C: -0.524 1.230 6.969
C: -0.020 1.207 5.676
H: 2.481 2.978 2.658
H: 3.140 5.315 2.223
H: 1.412 7.057 1.928
H: -0.984 6.461 2.077
H: -1.652 4.132 2.501
H: -2.726 2.460 4.041
H: -3.599 2.506 6.340
H: -2.197 1.716 8.215
H: 0.085 0.872 7.788
H: 0.975 0.823 5.490
N: 8.640 -0.134 1.591
C: 7.440 -0.192 0.920
C: 7.040 -1.368 0.276
C: 5.853 -1.414 -0.423
C: 5.053 -0.282 -0.505
C: 5.440 0.897 0.113
C: 6.620 0.939 0.827
S: 3.590 -0.391 -1.458
O: 3.741 0.407 -2.636
O: 3.233 -1.775 -1.587
N: 2.341 0.280 -0.562
C: 2.019 1.586 -0.709
N: 0.717 1.716 -0.360
C: 0.140 2.914 -0.499
C: 0.866 3.980 -0.972
C: 2.220 3.762 -1.219
N: 2.808 2.585 -1.082
H: 9.068 -1.004 1.855
H: 8.771 0.613 2.250
H: 7.665 -2.250 0.337
H: 5.535 -2.334 -0.896
H: 4.829 1.784 0.030
H: 6.925 1.859 1.312
H: -0.897 2.995 -0.210
H: 0.414 4.951 -1.101
H: 2.861 4.580 -1.529
F: 3.624 -4.111 -0.300
C: 3.261 -4.124 0.970
F: 4.332 -4.374 1.714
F: 2.372 -5.097 1.155
S: 2.559 -2.537 1.618
O: 3.609 -1.573 1.615
O: 2.014 -2.963 2.874
O: 1.439 -2.169 0.645
N: -4.519 -2.814 0.182
C: -3.332 -2.739 0.858
C: -2.334 -1.847 0.461
N: -1.148 -1.823 1.063
C: -0.937 -2.675 2.071
C: -1.948 -3.543 2.452
N: -3.133 -3.586 1.863
H: -4.829 -2.011 -0.338
H: -5.242 -3.348 0.638
H: -2.504 -1.146 -0.344
H: 0.019 -2.663 2.568
H: -1.782 -4.229 3.274

These are the Löwdin partial charges, in e, on atoms 1 to 4:
1. W 1.19
2. Cl 0.69
3. C -0.64
4. C -0.10

Entry 4:
Molecular formula: C45H39As2ClNO2PdS
Method: DFT, ωB97M-V/def2-TZVPD

Total energy: -201391.996 eV
HOMO-LUMO gap: 7.48 eV
Charge: +1
Energy above the lowest of the compared OMol25 structures with the same formula, charge and spin: 0.00 kcal/mol
Highest occupied orbital energy: -10.11 eV

Element x y z (Å)
Pd: 0.487 -0.292 -0.324
Cl: -4.838 3.528 -3.492
C: -3.416 2.896 -2.726
C: -2.270 3.708 -2.620
C: -1.144 3.240 -2.009
C: -1.072 1.930 -1.454
O: 0.021 1.613 -0.848
C: -2.233 1.115 -1.586
C: -2.383 -0.210 -1.071
O: -1.543 -0.945 -0.531
C: -3.391 1.636 -2.219
H: -2.297 4.711 -3.028
H: -0.261 3.859 -1.913
H: -3.387 -0.641 -1.185
H: -4.271 1.008 -2.288
C: 3.626 -1.452 -1.371
C: 2.739 -2.699 -1.396
As: 1.286 -2.498 -0.103
C: 0.062 -3.914 -0.536
C: -0.679 -3.795 -1.709
C: -1.548 -4.806 -2.083
C: -1.689 -5.930 -1.278
C: -0.961 -6.041 -0.104
C: -0.082 -5.034 0.272
C: 2.019 -2.946 1.617
C: 3.321 -3.402 1.782
C: 3.798 -3.685 3.055
C: 2.976 -3.520 4.160
C: 1.672 -3.070 3.996
C: 1.194 -2.779 2.728
As: 2.533 0.177 -1.242
C: 2.064 0.731 -3.018
C: 1.255 -0.115 -3.759
C: 0.729 0.321 -4.964
C: 1.009 1.602 -5.423
C: 1.819 2.444 -4.682
C: 2.347 2.013 -3.471
C: 3.681 1.485 -0.466
C: 3.234 2.140 0.676
C: 4.068 3.063 1.294
C: 5.325 3.326 0.769
C: 5.762 2.673 -0.378
C: 4.940 1.748 -1.001
H: 4.277 -1.373 -2.241
H: 4.250 -1.432 -0.476
H: 3.297 -3.610 -1.178
H: 2.251 -2.838 -2.362
H: -0.591 -2.906 -2.325
H: -2.119 -4.716 -2.998
H: -2.372 -6.718 -1.567
H: -1.071 -6.917 0.523
H: 0.491 -5.137 1.184
H: 3.976 -3.540 0.930
H: 4.813 -4.038 3.181
H: 3.350 -3.744 5.150
H: 1.026 -2.945 4.856
H: 0.175 -2.429 2.604
H: 1.000 -1.104 -3.396
H: 0.099 -0.338 -5.547
H: 0.587 1.942 -6.360
H: 2.034 3.443 -5.037
H: 2.965 2.678 -2.881
H: 2.247 1.924 1.076
H: 3.735 3.575 2.187
H: 5.971 4.045 1.256
H: 6.741 2.887 -0.785
H: 5.279 1.243 -1.898
N: 0.522 0.531 2.161
S: -0.815 0.278 3.014
C: -0.744 1.305 4.493
C: 0.348 2.126 4.701
C: 0.392 2.905 5.850
C: -0.644 2.848 6.771
C: -1.730 2.009 6.553
C: -1.782 1.225 5.411
C: -2.054 1.213 2.147
C: -1.766 2.497 1.701
C: -2.777 3.252 1.133
C: -4.061 2.725 1.017
C: -4.332 1.437 1.453
C: -3.322 0.671 2.025
H: 1.189 -0.153 2.524
H: 1.142 2.140 3.964
H: 1.239 3.555 6.028
H: -0.606 3.455 7.665
H: -2.535 1.962 7.275
H: -2.624 0.567 5.232
H: -0.760 2.886 1.797
H: -2.569 4.253 0.782
H: -4.849 3.324 0.579
H: -5.329 1.029 1.356
H: -3.522 -0.335 2.375

These are the Löwdin partial charges, in e, on atoms 1 to 4:
1. Pd 0.56
2. Cl 0.67
3. C -0.68
4. C -0.08

Entry 5:
Molecular formula: C45H39ClN3O3PRu
Method: DFT, ωB97M-V/def2-TZVPD

Total energy: -82304.009 eV
⟨S²⟩: 8.84
HOMO-LUMO gap (alpha / beta): 5.02 / 6.87 eV
Charge: -1
2S+1: 6
Highest occupied orbital energy (alpha / beta): -2.34 / -4.95 eV

Element x y z (Å)
Ru: 1.504 -0.183 -0.119
O: 1.620 -2.215 0.333
C: 1.642 -3.218 -0.465
C: 1.728 -4.504 0.132
C: 1.742 -5.659 -0.605
C: 1.680 -5.596 -1.994
C: 1.602 -4.370 -2.613
C: 1.583 -3.167 -1.898
C: 1.484 -1.925 -2.620
N: 1.260 -0.717 -2.121
C: 1.203 0.159 -3.155
C: 1.381 -0.516 -4.321
N: 1.560 -1.828 -3.978
H: 1.777 -4.527 1.211
H: 1.795 -6.619 -0.109
H: 1.688 -6.500 -2.583
H: 1.532 -4.349 -3.692
H: 1.019 1.204 -2.995
H: 1.392 -0.184 -5.338
H: 1.733 -2.583 -4.617
C: -1.448 1.657 4.414
C: -2.062 0.355 4.001
C: -3.257 -0.048 4.582
C: -3.873 -1.240 4.239
C: -3.282 -2.067 3.300
C: -2.093 -1.681 2.713
C: -1.472 -0.479 3.042
P: 0.060 -0.134 2.058
C: -0.039 1.630 1.666
C: 0.866 2.544 2.156
C: 0.967 3.831 1.644
C: 0.094 4.231 0.617
C: -0.827 3.386 0.103
C: -0.963 1.948 0.504
C: -2.455 1.723 0.870
C: 1.344 -0.290 3.338
C: 1.110 -0.634 4.667
C: 2.166 -0.795 5.546
C: 3.468 -0.628 5.099
C: 3.708 -0.332 3.770
C: 2.659 -0.165 2.868
C: 2.922 0.165 1.451
H: -1.930 2.044 5.312
H: -1.560 2.390 3.617
H: -0.382 1.540 4.599
H: -3.719 0.593 5.322
H: -4.810 -1.515 4.703
H: -3.751 -3.000 3.023
H: -1.619 -2.315 1.976
H: 1.512 2.250 2.976
H: 1.695 4.525 2.038
H: 0.144 5.248 0.251
H: -1.539 3.746 -0.621
H: -3.071 1.929 -0.004
H: -2.757 2.392 1.673
H: -2.609 0.688 1.172
H: 0.098 -0.792 5.013
H: 1.979 -1.056 6.579
H: 4.295 -0.739 5.788
H: 4.725 -0.223 3.414
H: 3.803 -0.401 1.111
H: 3.178 1.234 1.387
N: -0.623 0.954 -0.515
C: -1.360 0.756 -1.618
C: -1.542 -0.582 -2.121
C: -1.385 -1.720 -1.300
C: -1.534 -2.992 -1.807
C: -1.819 -3.195 -3.153
C: -1.963 -2.087 -3.980
C: -1.842 -0.812 -3.482
C: -1.989 1.826 -2.393
C: -3.317 1.698 -2.837
C: -3.907 2.670 -3.616
C: -3.197 3.808 -3.976
C: -1.884 3.951 -3.547
C: -1.283 2.979 -2.774
H: -1.152 -1.565 -0.252
H: -1.424 -3.845 -1.151
H: -1.915 -4.196 -3.550
H: -2.156 -2.220 -5.036
H: -1.938 0.031 -4.153
H: -3.872 0.813 -2.553
H: -4.929 2.552 -3.953
H: -3.655 4.566 -4.597
H: -1.322 4.829 -3.839
H: -0.249 3.087 -2.473
Cl: 4.648 2.404 -3.531
C: 4.412 2.551 -1.788
C: 3.450 1.439 -1.305
O: 3.800 0.262 -1.420
O: 2.379 1.847 -0.801
H: 3.982 3.532 -1.588
H: 5.391 2.443 -1.319

These are the Löwdin partial charges, in e, on atoms 1 to 4:
1. Ru 1.35
2. O -0.20
3. C -0.36
4. C -0.02